10
Properties=species:S:1:pos:R:3 method="wB97M-V/def2-TZVPD" lumo_ev=0.403 fmax_ev_per_a=3.03 de_lowest_ev=3.627 e_tot_ev=-77762.70044 smiles="C[C@@H](Br)[N+](=O)[O-]"
C -1.0207 0.1800 -0.5682
C 0.2185 -0.6790 -0.1260
Br 1.7648 -0.5847 -1.4087
N 0.8248 0.3118 0.9971
O 0.1301 0.4159 1.9553
O 1.8355 0.9204 0.8609
H -0.7058 0.9905 -1.1298
H -1.4695 0.6525 0.2924
H -1.7582 -0.4524 -1.0859
H 0.1805 -1.7551 0.2129